DFT (the ωB97M-V functional and the def2-TZVPD basis) results for a structure of composition C52H65AsClIN2O6SeSn.

Results
- Orbital gap: 5.96 eV
- ΔE to the lowest compared entry with this formula, charge and spin: 2.9 kcal per mole
- Lowest unoccupied orbital energy: 3.71 eV
- Electronic energy: -222888.6849 eV

ORCA input file:
```
! RIJCOSX wB97M-V def2-TZVPD def2/J DEFGRID3
* xyz -2 1
I 1.4102 -2.6373 -4.9070
Sn -0.9166 -0.9276 -0.8539
Se 1.1928 1.1354 -2.1623
As -3.8760 -0.7428 -3.1428
Cl -4.3677 -3.6757 5.6263
O 1.5063 -7.8664 -1.5439
O -2.4670 -1.0504 0.7382
O -0.2682 -2.9299 0.9194
O -2.0727 -3.8546 -1.6492
O 0.5535 -0.2477 0.5495
O -1.6556 1.1404 -0.8302
N -2.7020 -6.8875 0.0947
N 0.7586 -3.6570 -1.9600
C 2.6398 -2.6922 -0.7551
C 3.7826 0.8564 1.6844
C 5.9815 2.9863 1.6070
C -0.5219 7.2978 -2.0024
C 2.5954 0.5911 4.2825
C 1.8157 6.4725 -1.9764
C 0.6208 3.8762 -1.6547
C -2.7999 -1.6348 1.8271
C -1.8551 3.4659 -0.4290
C 4.3586 1.4016 0.5361
C -3.9160 -2.5087 -3.9912
C -4.9732 -1.1994 -1.5853
C -0.9761 -3.3994 1.7868
C 4.3045 -1.4118 -1.9222
C 3.6207 -1.6183 -3.1127
C 2.4526 -2.3641 -3.1195
C -2.6825 -3.4252 3.5085
C 0.9813 -7.4807 -0.2674
C -4.3763 -1.7417 3.7004
C 0.6713 6.9583 0.1686
C 3.5445 1.4937 -0.5818
C -3.7569 -2.9026 4.1752
C -0.3481 -6.7834 -0.3594
C 2.2538 0.9936 -0.5693
C 3.8002 -1.9371 -0.7416
C -5.3202 0.0554 -4.2348
C -0.4784 -5.5039 -0.9645
C 0.7066 -4.7535 -1.2996
C -2.8628 -5.7159 -0.4560
C -3.0042 2.3581 1.5012
C 5.8100 1.8755 0.5608
C -1.1410 2.3281 -0.9341
C 1.9694 -0.1741 3.1033
C -2.1780 -2.8069 2.3559
C -3.8129 4.5748 0.7581
C 6.2539 2.4267 -0.7945
C -1.4565 -7.4296 0.1176
C 6.7322 0.7014 0.9198
C -4.2084 2.6141 -0.6935
C 2.3743 -1.6519 3.1910
C 2.4775 0.3906 1.7642
C -1.3008 4.7250 -0.5632
C 0.4489 -0.0775 3.3053
C 1.9510 -2.9464 -1.9515
C 1.6960 0.3691 0.5712
C -0.0640 4.9750 -1.1716
C -3.2000 3.2581 0.2720
C -4.2252 -5.0917 -0.4515
C -3.9143 -1.1316 2.5642
C 0.1032 2.5896 -1.5421
C 0.4726 6.4027 -1.2493
C -1.7937 -4.9390 -1.0963
H -0.1454 8.3241 -2.0663
H -2.2899 2.8141 2.1928
H -4.9277 -2.9210 -3.9756
H -3.5787 -2.4153 -5.0249
H 6.1646 1.6722 -1.5789
H 2.0470 -2.0873 4.1409
H 1.6490 -5.1578 -0.8995
H -1.4909 7.3236 -1.5016
H -2.6371 1.3744 1.2146
H -3.8270 1.6662 -1.0662
H 1.9064 -2.2128 2.3785
H 5.6565 3.2920 -1.0879
H -4.5967 -4.9595 -1.4714
H 2.1951 -3.0527 0.1638
H -3.2355 -3.1597 -3.4409
H 7.3002 2.7398 -0.7409
H 2.5794 5.8901 -1.4573
H -4.7593 4.3584 1.2599
H -3.9568 2.2419 2.0301
H 3.4590 -1.7680 3.1102
H -4.9385 0.2693 -5.2340
H -5.6441 0.9936 -3.7819
H 4.3966 0.7981 2.5754
H 0.2159 -0.3716 4.3342
H -0.2657 6.9566 0.7277
H 6.4728 0.2768 1.8907
H 1.2400 -7.1866 -2.1728
H 3.9825 -1.1845 -4.0357
H 2.3577 1.6550 4.2134
H -4.9126 -5.7166 0.1168
H 3.9056 1.9277 -1.5054
H 1.3870 6.3441 0.7184
H -4.1781 -4.0907 -0.0163
H -0.6944 -4.3699 2.2455
H 4.2866 -1.7181 0.2021
H -0.6801 6.9220 -3.0152
H 1.5878 3.9858 -2.1284
H 0.0913 0.9433 3.1499
H 7.7768 1.0270 0.9584
H 1.7206 -6.8620 0.2554
H -5.2266 -1.3349 4.2337
H 5.3294 3.8304 1.3739
H -4.0204 5.2588 -0.0693
H -5.1591 2.4388 -0.1782
H 5.1954 -0.7953 -1.9141
H -0.0969 -0.7182 2.6238
H 2.1551 7.5110 -2.0229
H -2.2001 -4.3260 3.8716
H 1.0470 7.9863 0.1332
H -4.3924 -0.2409 2.1781
H 2.1837 0.2080 5.2194
H 7.0173 3.3410 1.6302
H 3.6797 0.4875 4.3393
H -5.8847 -1.7172 -1.8911
H 0.8640 -8.4021 0.3041
H -1.8503 5.5719 -0.1713
H -6.1753 -0.6199 -4.3134
H 6.6453 -0.0940 0.1756
H -3.1652 5.0847 1.4758
H -1.3711 -8.4176 0.5584
H -5.2238 -0.2924 -1.0345
H 1.7363 6.0946 -2.9976
H -4.3970 3.2777 -1.5427
H -4.3797 -1.8412 -0.9349
H 5.7209 2.6318 2.6056
*
```

DFT (the ωB97M-V functional and the def2-TZVPD basis) results for a cluster of 6 separate species, C52H65BN8O8P2 in total at a distorted geometry.

Results
- Orbital gap: 6.81 eV
- Lowest unoccupied orbital energy: -1.93 eV
- SMILES: [H]/N=C(/N)NCCCCc1c(COC)c(OC[C@H](C)CC(C)C)c(B(C)O)c2c1C(=O)C(PP(=O)(O)O)=C(C#C)C2=O.c1ccncc1.c1ccncc1.c1ccncc1.c1ccncc1.c1ccncc1
- Electronic energy: -102508.7426 eV

ORCA input file:
```
! RIJCOSX wB97M-V def2-TZVPD def2/J DEFGRID3
* xyz 0 1
P -9.9278 1.0115 -2.7346
P -8.1748 -0.0733 -1.9815
O -5.6399 -0.7469 -4.4468
O -5.0546 4.3745 -2.8593
O -10.7285 1.5057 -1.4256
O -2.2144 4.7728 -0.2443
O 0.4552 -1.4093 -1.1131
O -10.8666 -0.0344 -3.7664
O 0.4509 2.1866 -1.5746
O -9.4322 2.4243 -3.6789
N 1.6006 -6.7683 -3.7554
N -10.9442 4.8953 3.0675
N 3.0179 -4.8274 -4.3895
N 7.4561 -2.3647 3.4599
N 1.9680 -11.2750 -7.0386
N 4.6397 1.6225 8.5816
N 6.3025 0.9915 4.1019
N 0.5947 -5.2669 -5.5059
C 2.7863 2.5017 2.7405
C -2.0268 -2.1591 -5.0637
C -7.5447 3.0052 -1.1241
C -11.3769 6.5964 1.4102
C -11.2788 7.5864 2.3823
C 5.8303 2.5982 10.4412
C -1.0752 0.0780 -2.5478
C 8.3562 -3.4624 1.0498
C -2.5493 -0.5216 -3.0526
C -6.5651 0.8197 -2.5371
C 8.3491 -2.0839 1.2347
C -0.1438 -4.1623 -4.7732
C 1.6335 -8.5839 -7.7239
C -3.6261 2.1519 -2.5180
C -8.3430 3.2798 0.0274
C -11.0124 7.2243 3.6987
C 1.7346 -5.6493 -4.5548
C 3.6001 1.7666 10.7554
C 1.7591 4.1771 0.1817
C -5.3624 0.0952 -3.4463
C 3.6985 1.6435 1.6605
C 0.7700 1.6649 -0.2039
C 4.7406 2.3703 11.2749
C 2.0594 -10.2915 -6.1173
C -1.1963 5.2329 -2.7301
C 8.1249 0.7940 6.2145
C -10.8529 5.8788 3.9888
C 5.7325 2.2121 9.1140
C 7.4732 -3.6989 3.2504
C -2.1411 2.6705 -2.0559
C 0.8420 2.9815 0.8255
C -0.8303 1.6314 -2.0532
C 1.8999 -8.9460 -6.4074
C 7.4582 1.6905 4.1098
C 0.1670 -2.8434 -0.9526
C 6.0714 0.1919 5.1661
C -1.5523 -3.6943 -5.4802
C 1.5353 -9.5739 -8.6959
C 1.7067 -10.8931 -8.3079
C 6.9421 0.0626 6.2363
C 0.2426 -0.9497 -2.4989
C 7.9110 -4.2895 2.0759
C -6.3919 2.2561 -2.0766
C 3.4601 3.9863 3.1147
C 3.5984 1.4126 9.4158
C 7.8960 -1.5871 2.4464
C -2.7112 -2.0938 -3.5446
C -5.0067 3.0864 -2.5120
C 8.3922 1.6248 5.1313
C -3.8160 0.5666 -3.0168
C -11.2055 5.2773 1.7982
C 1.1931 2.5820 2.3733
B -1.8695 4.2307 -1.5742
H 1.7952 1.1119 -0.3123
H -8.9386 3.4453 1.0487
H -2.1771 -2.8698 -2.8460
H 4.1197 2.2792 0.7732
H 6.7041 -0.5928 7.0664
H -0.0367 5.0913 -2.8345
H -1.3613 -3.7235 -6.6563
H -10.6400 5.5460 5.0009
H 8.6885 -1.4123 0.4543
H 4.6535 1.2800 2.2781
H -2.7800 -1.7943 -5.9105
H -0.2772 3.3982 0.8389
H -1.5339 6.3596 -2.6063
H 1.2147 -0.3816 -2.8291
H 1.3391 4.5380 -0.8580
H 0.6213 3.3376 3.0841
H 5.1369 -0.3606 5.1351
H 3.4257 -5.1428 -3.4601
H -0.0228 0.8794 0.1575
H -0.9840 -3.1187 -1.0394
H 0.4610 -3.1177 0.1712
H -8.1319 -0.0258 -0.5165
H -1.1110 -1.3964 -5.1287
H 2.7838 -3.7965 -4.2744
H 8.8326 0.7176 7.0349
H -11.5825 6.8459 0.3755
H -11.8139 0.0873 -3.4530
H 1.6364 -11.7022 -9.0291
H 1.5038 -7.5389 -7.9899
H 4.1221 4.3888 2.2070
H 8.7055 -3.8887 0.1140
H 7.6193 2.3273 3.2444
H 0.7035 1.5114 2.5696
H 6.7340 3.0656 10.8157
H 7.9045 -5.3677 1.9633
H 2.8888 3.9154 0.0277
H 3.1401 0.6607 1.3419
H -11.2759 4.4681 1.0771
H 7.1126 -4.3017 4.0792
H 9.3052 2.2074 5.0840
H -11.4085 8.6314 2.1163
H 0.0440 -1.9021 -3.1486
H -10.1490 3.1419 -3.6236
H 1.9819 -8.1985 -5.6266
H -2.3943 -4.5026 -5.2733
H -2.3105 5.7808 -0.2612
H -0.3058 -4.4779 -3.6330
H 2.5773 4.7620 3.2393
H 1.6941 5.1061 0.9193
H 0.6799 -7.2411 -3.9424
H 2.7339 1.5758 11.3788
H -3.8239 -2.4463 -3.6578
H 2.7331 0.9354 8.9642
H -10.9303 7.9718 4.4796
H -1.6846 4.8753 -3.7590
H 6.5550 2.3715 8.4227
H 7.8741 -0.5187 2.6402
H 4.0997 3.9457 4.1120
H 4.7797 2.6604 12.3208
H 2.2722 -10.6243 -5.1053
H 2.8582 1.8880 3.7624
H 1.3298 -9.3244 -9.7307
H 0.8469 -3.5512 -1.6223
H -0.0994 -6.0412 -5.6047
H 0.5730 -3.2109 -4.8115
*
```

DFT (the ωB97M-V functional and the def2-TZVPD basis) results for a cluster of 11 separate species, C52H67BrClF10N2O35PS in total.

Results
- Orbital gap: 8.95 eV
- Lowest unoccupied orbital energy: -0.45 eV
- SMILES: COCCCCCCCC[C@@]1(CCC(C)C)C(=O)O[C@@H](CCSc2nnco2)[C@]1(Cl)P(O)Br.O=C1OC[C@@H](F)O1.O=C1OC[C@@H](F)O1.O=C1OC[C@@H](F)O1.O=C1OC[C@@H](F)O1.O=C1OC[C@@H](F)O1.O=C1OC[C@@H](F)O1.O=C1OC[C@@H](F)O1.O=C1OC[C@@H](F)O1.O=C1OC[C@@H](F)O1.O=C1OC[C@@H](F)O1
- Electronic energy: -259518.6637 eV

ORCA input file:
```
! RIJCOSX wB97M-V def2-TZVPD def2/J DEFGRID3
* xyz 0 1
Br 1.7495 -3.8072 -5.3795
Cl 1.0033 -1.5370 -1.7143
S -0.8613 -5.1202 2.0102
P 0.2362 -3.6112 -3.7501
F -5.7684 3.8696 -5.3435
F -14.7120 6.1831 6.3539
F -4.8257 2.4223 4.6330
F -0.6771 1.3734 1.3398
F 3.0907 3.0785 -0.2502
F -9.8944 8.3068 8.0148
F 6.4826 0.7404 -3.4506
F 10.4235 -0.5705 -4.2379
F -0.0621 3.3973 -4.8779
F -8.2228 3.6512 -9.3382
O -5.7179 3.6432 7.7316
O -15.7158 7.4211 9.4067
O -6.1647 5.7852 7.2108
O -10.5810 3.5780 -5.5710
O 6.4121 4.3476 -2.9089
O 7.4099 -5.5479 4.4249
O -3.8036 1.2384 -4.2905
O 1.7066 -3.7829 0.0512
O -2.1383 3.9895 3.0322
O -12.3469 4.6179 8.3026
O -0.3948 -2.1707 -4.1082
O -0.9330 1.8724 -1.9176
O 8.7685 -2.0909 -4.0699
O -2.3799 3.3742 -1.0930
O 5.0804 5.5625 -1.5615
O -5.3520 1.7045 -5.8215
O 9.7357 1.8167 -3.0934
O 9.8947 -3.9741 -4.4456
O -9.0929 2.0966 -6.3881
O 3.9250 -3.9803 0.1069
O 4.9309 3.3431 -1.5355
O 7.6433 -4.0313 -4.3337
O -1.2199 3.8038 -2.9807
O -11.4130 6.6664 8.3402
O -9.4210 4.0238 -7.4578
O -0.4328 -2.4650 2.3162
O 8.1768 0.7262 -1.9447
O -15.3237 8.1280 7.3313
O -1.1071 2.0610 3.4428
O -1.5831 3.4595 5.1478
O -10.1121 4.8707 8.1679
O 10.2762 0.8516 -1.1345
O -5.3197 4.3729 5.6689
O -16.2704 9.5266 8.8303
O -4.2601 -0.2722 -5.9005
N -1.9065 -1.9005 3.8307
N -2.0550 -3.2518 3.5632
C 7.1812 -4.5129 2.1918
C 2.1792 -8.6779 -2.7062
C 3.3410 -4.9403 -2.6767
C 2.9338 -3.7916 -0.5324
C -4.1992 2.5969 -4.0701
C 8.6624 -3.4336 -4.2910
C 7.4779 1.4958 -2.9168
C -15.8206 8.4674 8.5535
C -5.7737 4.7080 6.9016
C 2.8098 -7.3972 -2.1226
C -0.0488 3.2215 -3.5399
C -0.9545 -1.4918 3.0779
C 2.8181 -3.5963 -2.0644
C -14.5885 6.9244 7.4820
C -1.6175 1.9599 2.1258
C -10.0940 7.1155 8.6200
C 4.2330 3.7888 -0.3834
C -1.8570 3.4014 1.7508
C -9.2494 6.0105 8.0203
C 7.9668 -3.6491 1.2001
C 10.1192 -1.8057 -3.7622
C 0.7332 -4.0597 -0.9787
C -0.1943 1.7655 -3.1408
C -9.7867 3.2629 -6.3872
C -4.6455 3.1285 5.7799
C -4.4475 0.7756 -5.3901
C 6.5447 -6.6264 4.1328
C -5.3449 2.4927 6.9632
C 8.0882 -5.0430 3.2933
C 6.9717 -1.9773 -0.5256
C -8.3448 2.0175 -7.6049
C -1.6067 3.2057 3.9885
C -5.5303 2.6565 -4.7877
C 2.5499 -7.2649 -0.6208
C 5.2001 -2.5041 -2.2388
C -1.3218 -4.9227 0.2607
C 2.4062 -6.1508 -2.9217
C 3.9693 5.2438 -0.7186
C -15.2663 6.2780 8.6687
C -8.2325 3.4759 -7.9954
C 5.5451 -1.6888 -0.9891
C 8.5671 1.7774 -3.9240
C 9.4782 1.1158 -1.9720
C -11.3801 5.3042 8.2686
C 10.8565 -2.9152 -4.4809
C -1.5849 3.0470 -1.9152
C 5.5589 4.4169 -2.0870
C -1.1779 -3.5444 2.6663
C 3.7232 -2.4832 -2.6417
C 1.2942 -3.2919 -2.1736
C 7.2150 -3.4478 -0.1347
C -0.6797 -3.7689 -0.5186
H 8.7517 -5.8217 2.8893
H -9.9820 7.2432 9.6976
H -4.2635 2.8100 -3.0064
H 6.8554 -7.1600 3.2307
H 7.8130 -3.9146 -0.9212
H 6.3865 -3.9214 2.6562
H 4.1182 -5.2707 -1.9858
H 5.5095 -0.6333 -1.2851
H -4.7076 1.8329 7.5436
H -14.5976 5.6664 9.2654
H 8.6489 0.9548 -4.6335
H 5.5160 -6.2766 4.0158
H -0.7878 1.2165 -3.8740
H 3.0438 5.3474 -1.2868
H 1.3459 -5.9340 -2.7839
H -8.3061 5.8483 8.5308
H 3.6763 -2.6186 -3.7222
H 5.7558 -2.0405 -3.0583
H -6.2422 1.9577 6.6489
H 0.8268 3.7244 -3.1263
H 1.5226 -6.9682 -0.3988
H 6.6916 -5.3299 1.6579
H -3.4732 3.2652 -4.5362
H 3.9453 5.8982 0.1472
H 11.7775 -3.2175 -3.9921
H 0.2642 -1.5036 -4.3443
H 7.6110 -1.7211 -1.3746
H -2.6815 3.5480 1.0695
H 0.8046 -5.1358 -1.1353
H -9.0601 6.1914 6.9623
H 8.4433 2.7146 -4.4585
H 10.2484 -1.7992 -2.6778
H 6.5737 -7.3232 4.9703
H -0.6818 -2.8750 0.0939
H 4.8575 3.6263 0.4960
H -6.3918 2.3731 -4.1811
H -1.0207 -5.8779 -0.1761
H 3.8564 -4.7199 -3.6073
H 3.2602 -6.5845 -0.1503
H 8.2079 -2.6928 1.6650
H -2.4056 -4.8769 0.1688
H 7.2656 -1.3076 0.2840
H -8.9097 1.4536 -8.3483
H -2.5123 1.3352 2.1303
H -13.5390 7.1627 7.6414
H 4.8223 -1.8046 -0.1817
H -0.5601 -0.4937 3.0180
H 1.5093 -9.1415 -1.9808
H 2.5127 -6.4225 -3.9732
H 11.0596 -2.6401 -5.5171
H 8.9010 -4.1836 1.0024
H -3.5811 3.3055 5.9191
H 8.7192 -4.2258 3.6461
H 0.7502 1.2564 -2.9722
H 5.5912 -3.5180 -2.1558
H 6.2794 -4.0044 -0.1011
H -0.9510 3.8487 1.3407
H -7.3836 1.5416 -7.4334
H 2.6987 -8.2365 -0.1450
H 3.3361 -1.4906 -2.4302
H 3.8950 -7.4719 -2.2423
H 1.6388 -8.4860 -3.6311
H -16.1267 5.6874 8.3505
H 2.9544 -9.4194 -2.8987
H 7.0472 2.3727 -2.4482
H -7.3743 3.9962 -7.5667
H -1.3068 -3.5743 -1.3919
*
```